(1)
Density functional theory data (ωB97M-V/def2-TZVPD) for a 7-piece molecular cluster, C29H53Cl2NO20 overall.

Geometry (Å):
C1 -6.479 1.433 0.811
C2 -6.128 2.821 1.629
O1 -4.824 3.409 1.248
C3 -4.838 3.907 -0.141
C4 -3.306 4.464 -0.452
C5 -2.343 3.294 -1.118
C6 -0.877 4.098 -1.161
C7 0.231 3.334 -0.169
O2 1.555 3.572 -0.045
N1 -0.597 2.338 0.614
C8 -1.859 2.027 -0.196
C9 -1.966 0.495 -0.770
Cl1 -2.731 -0.806 0.364
C10 -1.512 0.009 -2.101
C11 -0.864 1.044 -3.195
Cl2 -1.654 -1.809 -2.603
H1 -7.156 1.728 -0.104
H2 -5.449 1.036 0.374
H3 -7.015 0.614 1.454
H4 -7.031 3.596 1.547
H5 -6.029 2.510 2.776
H6 -5.559 4.813 -0.323
H7 -5.049 3.078 -0.950
H8 -3.424 5.303 -1.286
H9 -2.826 4.985 0.488
H10 -2.664 3.115 -2.237
H11 -0.295 4.095 -2.181
H12 -0.909 5.200 -0.752
H13 -0.104 1.519 1.042
H14 -2.687 2.014 0.662
H15 -1.777 1.603 -3.724
H16 -0.191 1.888 -2.745
H17 -0.360 0.398 -4.031
C12 3.460 -3.921 -2.374
O3 3.118 -2.560 -2.626
C13 3.381 -1.718 -1.594
O4 3.867 -2.032 -0.519
O5 3.010 -0.467 -1.967
C14 3.230 0.531 -0.972
H18 3.208 -4.503 -3.264
H19 4.535 -4.021 -2.190
H20 2.884 -4.315 -1.530
H21 4.296 0.609 -0.733
H22 2.645 0.316 -0.072
H23 2.898 1.491 -1.377
C15 -3.241 -4.149 -4.334
O6 -3.254 -5.263 -5.226
C16 -2.784 -4.988 -6.469
O7 -2.371 -3.906 -6.856
O8 -2.852 -6.125 -7.205
C17 -2.387 -5.985 -8.546
H24 -3.638 -4.483 -3.371
H25 -2.218 -3.790 -4.180
H26 -3.882 -3.346 -4.711
H27 -1.330 -5.699 -8.560
H28 -2.994 -5.255 -9.091
H29 -2.487 -6.954 -9.042
C18 6.382 3.605 4.521
O9 5.668 3.168 3.366
C19 5.521 4.118 2.408
O10 5.939 5.264 2.465
O11 4.830 3.572 1.377
C20 4.599 4.463 0.288
H30 6.440 2.766 5.220
H31 7.402 3.901 4.255
H32 5.855 4.428 5.013
H33 5.547 4.794 -0.148
H34 4.000 5.321 0.611
H35 4.039 3.922 -0.480
C21 6.754 -9.801 -4.183
O12 6.059 -8.637 -3.739
C22 6.370 -8.250 -2.476
O13 7.163 -8.803 -1.731
O14 5.644 -7.140 -2.186
C23 5.869 -6.617 -0.879
H36 6.429 -10.020 -5.204
H37 7.834 -9.625 -4.195
H38 6.507 -10.661 -3.552
H39 6.914 -6.313 -0.759
H40 5.587 -7.350 -0.116
H41 5.238 -5.732 -0.756
C24 -6.689 6.312 6.829
O15 -5.315 6.298 6.448
C25 -4.989 5.316 5.570
O16 -5.754 4.484 5.108
O17 -3.664 5.419 5.297
C26 -3.176 4.441 4.380
H42 -6.837 7.137 7.531
H43 -7.330 6.482 5.957
H44 -6.960 5.378 7.333
H45 -3.676 4.537 3.411
H46 -3.305 3.433 4.786
H47 -2.107 4.618 4.234
C27 -1.471 -1.831 4.981
O18 -0.770 -1.054 4.012
C28 0.574 -1.240 4.012
O19 1.194 -1.991 4.749
O20 1.109 -0.446 3.051
C29 2.528 -0.539 2.936
H48 -2.536 -1.603 4.891
H49 -1.331 -2.901 4.792
H50 -1.147 -1.570 5.993
H51 2.827 -1.556 2.665
H52 3.012 -0.226 3.866
H53 2.847 0.138 2.138

Results
SMILES = CCOCC[C@H]1CC(=O)N[C@@H]1/C(Cl)=C(\C)Cl.COC(=O)OC.COC(=O)OC.COC(=O)OC.COC(=O)OC.COC(=O)OC.COC(=O)OC
calculated total energy = -3616.5251 a.u.
maximum force = 0.1611 Eh/bohr
multiplicity = 1
Kohn-Sham gap = 9.6480 eV
charge = 0

***

(2)
Density functional theory data (ωB97M-V/def2-TZVPD) for C29H53FeN12S3 as an isolated structure.

Geometry (Å):
Fe1 0.975 -0.076 0.198
C1 -1.901 -3.741 1.022
N1 -1.370 -2.454 1.464
C2 -1.757 -1.356 0.595
C3 -0.152 -2.428 2.104
N2 0.745 -1.529 1.819
C4 1.879 -1.301 2.720
C5 3.172 -1.529 1.947
N3 3.116 -0.865 0.629
C6 3.840 0.411 0.542
C7 3.371 1.389 1.591
N4 1.906 1.452 1.623
C8 1.421 2.458 2.318
N5 2.145 3.623 2.574
C9 2.707 3.840 3.892
C10 2.726 4.368 1.474
N6 0.195 2.455 2.880
C11 -0.490 3.682 3.269
C12 -0.668 1.297 2.937
C13 3.518 -1.787 -0.438
C14 2.301 -2.596 -0.837
N7 1.342 -1.634 -1.373
C15 0.792 -1.889 -2.536
N8 0.471 -0.883 -3.410
C16 -0.951 -0.640 -3.666
C17 1.290 0.317 -3.341
N9 0.584 -3.146 -3.020
C18 0.262 -4.266 -2.156
C19 0.437 -3.424 -4.443
N10 -0.021 -3.331 3.140
C20 1.109 -4.243 3.197
C21 -1.160 -3.714 3.959
H1 -2.985 -3.756 1.131
H2 -1.662 -3.915 -0.029
H3 -1.482 -4.554 1.607
H4 -2.817 -1.454 0.364
H5 -1.611 -0.398 1.087
H6 -1.211 -1.368 -0.358
H7 1.840 -0.259 3.026
H8 1.851 -1.909 3.624
H9 4.035 -1.198 2.533
H10 3.299 -2.597 1.766
H11 4.927 0.276 0.625
H12 3.631 0.824 -0.449
H13 3.741 1.085 2.578
H14 3.847 2.340 1.364
H15 2.172 3.240 4.628
H16 3.769 3.570 3.928
H17 2.617 4.890 4.180
H18 2.281 4.038 0.536
H19 2.506 5.431 1.601
H20 3.816 4.265 1.415
H21 0.109 4.549 3.017
H22 -1.441 3.739 2.735
H23 -0.688 3.679 4.342
H24 -0.102 0.388 2.777
H25 -1.131 1.248 3.926
H26 -1.452 1.380 2.181
H27 3.849 -1.204 -1.298
H28 4.351 -2.432 -0.135
H29 2.590 -3.351 -1.570
H30 1.896 -3.106 0.042
H31 -1.494 -1.584 -3.701
H32 -1.388 -0.010 -2.882
H33 -1.072 -0.132 -4.622
H34 2.343 0.042 -3.399
H35 1.046 0.933 -4.202
H36 1.126 0.911 -2.441
H37 0.238 -3.948 -1.120
H38 -0.723 -4.661 -2.423
H39 0.989 -5.074 -2.261
H40 0.882 -2.625 -5.027
H41 0.947 -4.361 -4.667
H42 -0.613 -3.529 -4.727
H43 1.856 -3.971 2.458
H44 1.573 -4.235 4.186
H45 0.780 -5.266 2.988
H46 -1.946 -2.970 3.879
H47 -1.568 -4.692 3.683
H48 -0.837 -3.770 5.000
S1 -2.007 3.948 -5.443
C22 -1.865 3.472 -3.868
S2 -0.302 3.231 -3.150
C23 -1.016 2.586 -1.714
N11 -2.302 2.619 -1.731
N12 -2.785 3.133 -2.919
C24 -4.220 3.210 -2.999
C25 -4.858 4.018 -3.929
C26 -6.246 4.045 -3.971
C27 -7.002 3.293 -3.088
C28 -6.353 2.514 -2.139
C29 -4.971 2.466 -2.091
S3 -0.088 2.094 -0.305
H49 -4.289 4.629 -4.607
H50 -6.734 4.669 -4.709
H51 -8.082 3.313 -3.135
H52 -6.927 1.935 -1.427
H53 -4.468 1.863 -1.351

Results
calculated total energy = -4251.9747 a.u.
maximum force = 0.0110 Eh/bohr
multiplicity = 5
Kohn-Sham gap (alpha / beta) = 7.5875 / 7.3958 eV
charge = +1

***

(3)
Density functional theory data (ωB97M-V/def2-TZVPD) for a 2-piece molecular cluster, C29H53N3O7PS3 overall.

Geometry (Å):
C1 -3.229 -1.074 -2.437
C2 -2.132 -1.171 -2.014
C3 -0.755 -1.422 -1.552
C4 -0.750 -2.816 -0.829
C5 -2.086 -3.338 -0.299
C6 -1.830 -4.538 0.638
C7 -3.122 -4.859 1.401
O1 -0.059 -1.476 -2.796
C8 1.324 -1.182 -2.860
N1 2.094 -2.405 -2.990
S1 1.546 -0.322 -4.497
C9 1.883 -0.352 -1.653
C10 3.098 0.393 -2.205
C11 2.388 -1.329 -0.573
C12 3.851 -1.761 -0.673
O2 4.675 -1.169 -0.034
N2 0.830 0.601 -1.065
C13 1.315 1.313 0.165
C14 2.504 2.277 0.039
C15 2.390 3.454 1.028
C16 0.239 1.527 -2.097
C17 -0.094 2.958 -1.653
C18 -0.925 3.674 -2.740
S2 -2.194 4.802 -2.105
C19 -3.201 3.848 -0.962
S3 -2.908 4.048 0.631
N3 -4.197 3.058 -1.495
C20 -5.079 2.449 -0.492
C21 -6.174 1.586 -1.119
O3 -6.856 2.188 -2.195
C22 -5.970 2.760 -3.132
C23 -5.064 3.771 -2.479
C24 -0.301 -0.297 -0.535
C25 -1.483 0.509 -0.054
C26 -2.001 0.303 1.165
H1 -4.157 -0.905 -2.932
H2 -0.082 -2.782 0.031
H3 -0.368 -3.534 -1.554
H4 -2.721 -3.716 -1.093
H5 -2.603 -2.597 0.308
H6 -1.052 -4.311 1.365
H7 -1.598 -5.421 0.043
H8 -3.447 -3.977 1.957
H9 -2.994 -5.670 2.112
H10 -3.926 -5.087 0.703
H11 2.068 -2.717 -3.950
H12 1.673 -3.125 -2.415
H13 0.423 -0.784 -5.063
H14 2.859 1.276 -2.791
H15 3.770 0.723 -1.421
H16 3.685 -0.260 -2.847
H17 1.814 -2.254 -0.523
H18 2.347 -0.919 0.434
H19 4.099 -2.614 -1.314
H20 1.527 0.614 0.968
H21 0.496 1.886 0.588
H22 2.604 2.648 -0.976
H23 3.413 1.728 0.277
H24 2.607 4.383 0.506
H25 3.125 3.358 1.821
H26 1.393 3.543 1.454
H27 0.928 1.664 -2.922
H28 -0.639 1.080 -2.559
H29 -0.634 3.034 -0.714
H30 0.822 3.528 -1.519
H31 -0.262 4.349 -3.278
H32 -1.333 2.987 -3.481
H33 -5.556 3.194 0.147
H34 -4.488 1.788 0.138
H35 -5.787 0.601 -1.388
H36 -6.918 1.421 -0.342
H37 -5.378 1.984 -3.631
H38 -6.581 3.255 -3.884
H39 -5.643 4.527 -1.949
H40 -4.427 4.205 -3.242
H41 0.027 -0.780 0.378
H42 -1.938 1.275 -0.666
H43 -1.765 -0.568 1.764
H44 -2.676 1.031 1.596
C27 4.802 -1.283 7.024
O4 4.015 -0.458 6.151
P1 3.872 -0.794 4.622
O5 2.929 0.071 3.910
O6 3.514 -2.346 4.551
C28 2.244 -2.760 5.072
O7 5.354 -0.783 4.082
C29 5.487 -0.678 2.653
H45 4.170 -1.606 7.849
H46 5.199 -2.157 6.510
H47 5.626 -0.690 7.414
H48 1.519 -1.946 5.045
H49 2.366 -3.105 6.098
H50 1.884 -3.583 4.460
H51 5.451 0.371 2.364
H52 4.691 -1.217 2.160
H53 6.443 -1.104 2.365

Results
calculated total energy = -3363.3486 a.u.
maximum force = 0.0403 Eh/bohr
multiplicity = 1
Kohn-Sham gap = 8.1766 eV
charge = +1